No. 1
The following is a quantum chemistry calculation of 9 unconnected molecules or ions with the total composition C26H80N8O2, from the OMol25 dataset.

XYZ file:
```
116
Properties=species:S:1:pos:R:3:forces:R:3
N 1.670 4.995 -2.495 0.2 -1.5 -1.0
H 1.923 4.777 -3.460 -0.2 0.4 -0.1
H 0.745 5.416 -2.465 0.4 0.8 0.2
H 2.484 5.457 -2.095 -0.5 0.5 0.5
H 1.538 4.047 -2.023 0.2 -0.5 1.5
N -0.699 -2.175 -0.142 0.4 0.4 -0.6
H -1.646 -2.412 0.182 -0.1 0.0 -0.3
H -0.658 -2.203 -1.157 -0.2 -0.5 0.0
H 0.072 -2.759 0.301 -0.5 -0.2 0.4
H -0.548 -1.135 0.081 0.0 0.7 0.6
N -1.555 2.319 -0.810 0.3 1.4 -1.8
H -1.937 2.112 -1.733 -1.0 -0.6 0.6
H -1.135 1.495 -0.295 0.6 -1.2 0.6
H -2.167 2.879 -0.190 -0.6 -0.1 0.2
H -0.770 2.889 -1.164 0.7 -0.1 1.3
N 2.040 1.217 -3.145 0.0 -0.3 1.2
H 1.855 1.747 -2.236 -0.5 0.9 0.3
H 3.032 0.912 -3.087 0.4 -0.2 -0.2
H 1.837 1.785 -3.959 0.1 -0.1 -0.1
H 1.397 0.431 -3.065 0.2 -0.1 -0.4
O -0.333 0.378 0.527 0.0 0.8 -1.4
C 1.032 0.661 0.396 0.3 -1.3 1.0
C 1.574 2.098 0.203 0.3 -0.6 0.1
O 1.200 2.802 -0.962 -0.2 -0.1 -1.6
H 1.589 -0.055 -0.264 -0.5 0.3 -1.0
H 1.498 0.246 1.312 0.3 0.9 0.3
H 2.662 1.951 0.168 0.1 0.1 0.3
H 1.373 2.630 1.139 -0.3 0.4 -0.2
C 3.356 -3.525 2.334 0.1 -0.7 -0.7
C 2.249 -2.943 1.444 0.1 0.5 1.1
N 1.064 -3.803 1.290 0.3 0.9 -1.0
C 1.323 -4.889 0.349 0.1 -2.2 1.0
C 0.158 -5.859 0.170 -0.6 0.3 -0.4
C 0.484 -4.254 2.563 -0.7 -0.2 -0.5
C 0.200 -3.131 3.529 0.1 1.4 0.7
H 2.948 -3.795 3.306 0.1 0.2 0.1
H 4.210 -2.864 2.475 -0.2 0.2 0.0
H 3.763 -4.445 1.906 0.0 0.0 0.0
H 1.959 -2.015 1.947 -0.3 0.0 -0.1
H 2.569 -2.609 0.455 0.2 -0.4 -0.1
H 1.639 -4.639 -0.665 0.1 0.9 0.3
H 2.114 -5.538 0.759 0.3 0.3 -0.1
H -0.241 -6.304 1.077 0.2 0.1 0.1
H -0.678 -5.363 -0.337 0.0 -0.1 0.0
H 0.479 -6.685 -0.464 0.0 0.1 -0.1
H 1.056 -5.099 2.960 0.1 0.2 0.3
H -0.512 -4.641 2.338 0.2 -0.3 -0.2
H 0.956 -2.871 4.274 0.3 -0.5 -0.1
H -0.721 -3.263 4.096 0.0 -0.4 -0.1
H 0.046 -2.171 3.022 -0.1 -0.2 -0.3
C 7.547 0.523 -2.297 -0.3 -1.6 0.4
C 6.146 1.088 -2.454 -0.2 1.4 -0.1
N 5.039 0.189 -2.766 -1.3 -0.1 -0.1
C 4.923 -0.351 -4.128 -0.3 0.8 0.3
C 4.751 0.720 -5.199 1.5 -0.1 -0.2
C 4.877 -0.868 -1.765 1.0 -0.1 0.4
C 4.738 -0.328 -0.334 -0.5 -0.9 -0.4
H 8.301 1.210 -1.925 -0.1 0.4 -0.7
H 7.805 -0.030 -3.203 0.5 0.6 -0.2
H 7.610 -0.281 -1.552 -0.4 0.1 0.2
H 5.817 1.679 -1.595 0.3 -0.3 0.4
H 6.152 1.875 -3.216 0.1 -0.3 -0.3
H 4.008 -0.950 -4.106 0.2 -0.4 -0.1
H 5.773 -0.978 -4.422 -0.1 -0.2 0.1
H 4.696 0.185 -6.148 -0.5 0.3 -0.1
H 5.677 1.298 -5.277 0.0 0.0 0.0
H 3.986 1.486 -5.067 -0.4 -0.4 0.0
H 4.023 -1.517 -1.979 -0.2 0.3 -0.3
H 5.743 -1.540 -1.856 0.0 -0.1 0.3
H 5.653 0.023 0.134 0.0 0.2 -0.2
H 3.941 0.415 -0.323 0.2 0.2 0.2
H 4.381 -1.165 0.271 0.1 0.1 0.2
C -3.898 -1.173 3.013 -0.1 0.7 -0.2
C -3.067 -1.083 1.728 0.2 -0.6 0.6
N -3.601 -1.897 0.608 0.8 0.8 0.3
C -4.731 -1.197 -0.013 -0.1 -0.2 -0.5
C -4.205 -0.081 -0.917 -0.7 0.1 -0.2
C -3.945 -3.267 1.010 -0.8 0.3 -0.9
C -4.001 -4.208 -0.195 0.4 -1.0 0.1
H -3.451 -0.497 3.743 0.0 -0.2 0.2
H -4.057 -2.152 3.459 0.4 -0.1 -0.1
H -4.895 -0.776 2.805 0.0 0.0 0.1
H -2.943 -0.019 1.513 -0.5 -0.1 -0.7
H -2.012 -1.330 1.877 -0.1 -0.5 0.4
H -5.309 -1.899 -0.616 0.3 -0.1 -0.1
H -5.477 -0.859 0.716 0.2 0.3 0.2
H -3.347 -0.500 -1.443 0.2 0.3 0.0
H -4.927 0.233 -1.678 -0.2 -0.3 0.1
H -3.991 0.853 -0.395 0.5 -0.2 0.2
H -4.933 -3.201 1.481 0.0 -0.5 0.2
H -3.241 -3.718 1.709 0.1 0.5 0.2
H -4.458 -3.868 -1.122 -0.4 0.3 0.3
H -4.484 -5.134 0.129 -0.3 0.1 -0.2
H -3.016 -4.578 -0.506 0.2 0.4 0.2
C -1.500 3.369 2.771 -0.6 0.4 0.9
C -2.292 4.453 1.988 1.4 -2.1 0.4
N -3.322 3.774 1.203 0.2 0.2 -1.2
C -3.885 4.706 0.204 -0.5 0.0 0.6
C -4.704 4.050 -0.900 0.1 -0.7 0.2
C -4.334 3.041 1.975 0.4 0.0 0.8
C -4.997 3.890 3.074 -1.0 -0.4 -1.3
H -1.270 2.522 2.125 0.2 0.0 0.0
H -2.063 3.011 3.638 -0.3 -0.2 -0.2
H -0.603 3.746 3.266 0.2 0.2 -0.5
H -2.620 5.239 2.671 -0.2 0.2 -0.3
H -1.531 4.772 1.272 -0.3 0.8 0.0
H -4.528 5.430 0.723 0.0 0.2 -0.2
H -3.052 5.288 -0.198 0.0 -0.1 -0.1
H -5.427 3.350 -0.480 -0.3 0.3 0.1
H -5.244 4.795 -1.479 0.1 0.0 -0.1
H -4.125 3.396 -1.560 0.2 0.4 -0.1
H -3.870 2.165 2.435 0.2 0.1 0.0
H -5.052 2.592 1.292 -0.2 0.3 0.0
H -5.363 4.806 2.604 0.4 0.4 0.4
H -4.361 4.052 3.937 0.0 0.2 0.0
H -5.943 3.420 3.351 0.3 -0.3 0.5
```
Forces are in eV/Å.

Its HOMO energy is -12.78 eV. The calculation puts the gap between HOMO and LUMO at 7.067 eV. The net charge is +2.

=====

No. 2
The following is a quantum chemistry calculation of 14 unconnected molecules or ions with the total composition C26H80O14, from the OMol25 dataset.

XYZ file:
```
120
Properties=species:S:1:pos:R:3:forces:R:3
C 7.465 -17.340 8.661 -1.5 -0.2 -0.7
C 6.613 -17.800 9.834 0.0 -1.0 -1.9
C 5.909 -19.146 9.537 -0.2 0.9 -0.8
O 7.465 -18.003 10.878 0.8 0.0 2.4
H 6.727 -16.926 7.975 0.3 0.2 -0.5
H 7.873 -18.223 8.168 0.4 0.1 0.1
H 8.226 -16.582 8.846 -0.1 -0.1 0.4
H 5.827 -17.093 10.097 0.0 0.4 0.0
H 5.390 -19.532 10.415 -0.1 0.1 0.0
H 6.558 -19.934 9.153 0.4 0.2 0.1
H 5.203 -18.909 8.742 -0.4 -0.4 0.0
H 6.844 -18.261 11.564 0.5 -0.3 1.2
C 6.801 -22.956 5.588 -0.5 -0.3 0.5
C 8.218 -22.911 6.228 -1.5 0.3 -0.4
C 8.360 -21.865 7.313 0.0 -0.7 -0.4
O 8.509 -24.199 6.794 0.3 0.5 -0.4
H 6.179 -22.062 5.647 0.6 0.6 -0.2
H 6.154 -23.646 6.130 0.3 -0.5 0.2
H 6.819 -23.284 4.549 0.1 0.0 0.0
H 8.888 -22.645 5.411 0.4 -0.2 0.1
H 7.938 -20.931 6.943 0.2 0.1 0.2
H 9.429 -21.797 7.512 -0.1 0.4 0.4
H 7.804 -22.210 8.186 0.1 0.2 0.2
H 8.483 -24.792 6.039 0.1 -0.4 0.1
C 7.226 -22.988 14.513 0.5 0.7 -0.1
C 6.023 -22.497 13.680 1.9 -0.3 -0.3
C 6.422 -21.847 12.384 1.0 1.7 0.8
O 5.303 -23.620 13.303 -2.1 -1.2 0.7
H 7.835 -22.212 14.977 -0.2 0.5 -0.1
H 7.934 -23.462 13.834 -0.1 -0.6 0.1
H 6.939 -23.624 15.351 -0.2 -0.3 -0.4
H 5.483 -21.773 14.289 -0.8 -0.4 -0.1
H 6.991 -20.971 12.698 0.0 0.4 -0.4
H 5.554 -21.494 11.828 0.1 -0.3 -0.1
H 7.127 -22.432 11.792 -0.3 -0.4 -0.1
H 5.822 -24.141 12.685 0.1 0.1 0.0
C 11.634 -20.028 9.501 -1.1 -0.1 -0.2
C 10.215 -19.769 10.080 1.7 -0.4 -1.2
C 9.817 -20.860 11.032 -0.5 0.3 -0.3
O 10.218 -18.480 10.643 0.3 -0.1 0.3
H 12.342 -20.130 10.323 0.2 0.4 -0.1
H 11.870 -19.264 8.760 0.3 0.3 0.4
H 11.671 -20.950 8.921 -0.2 -0.3 0.2
H 9.503 -19.804 9.255 -0.2 0.1 -0.3
H 10.601 -21.037 11.768 -0.2 -0.1 0.2
H 9.607 -21.740 10.424 0.2 -0.3 0.2
H 8.861 -20.546 11.453 0.1 -0.2 0.5
H 9.288 -18.299 10.799 -0.5 0.5 0.2
C 4.274 -12.352 9.127 0.5 -1.3 -0.9
C 5.263 -13.156 8.246 0.6 0.8 0.2
C 6.535 -12.351 7.976 -0.4 1.0 -0.1
O 5.640 -14.385 8.858 -0.7 0.0 -0.3
H 3.929 -11.512 8.525 0.0 0.3 0.5
H 4.774 -12.108 10.064 -0.1 0.4 -0.1
H 3.436 -13.017 9.337 -0.2 0.1 0.1
H 4.797 -13.405 7.292 -0.1 -0.1 0.0
H 7.078 -12.170 8.903 0.3 -0.6 0.0
H 6.299 -11.327 7.688 -0.4 0.1 -0.3
H 7.169 -12.720 7.169 0.0 -0.4 0.4
H 6.255 -14.169 9.564 0.6 -0.3 0.3
C 9.693 -19.454 14.557 0.1 -0.2 0.1
C 9.435 -18.012 14.956 -0.5 1.0 -1.4
C 9.445 -17.049 13.724 -0.2 -0.2 -0.3
O 8.089 -17.934 15.537 1.0 0.1 -0.1
H 10.628 -19.610 14.019 -0.1 0.3 -0.2
H 8.859 -19.810 13.951 0.1 0.1 -0.2
H 9.750 -20.122 15.416 -0.1 0.1 0.3
H 10.136 -17.649 15.707 0.1 -0.1 0.0
H 9.333 -15.979 13.898 0.0 -0.1 0.8
H 8.648 -17.271 13.014 -0.4 -0.4 0.3
H 10.297 -17.110 13.047 0.5 -0.5 0.5
H 8.184 -18.446 16.344 -0.4 -0.1 0.2
C 9.052 -14.776 11.133 -0.7 0.2 0.6
O 8.237 -14.153 10.151 0.0 -0.4 0.3
H 9.506 -15.720 10.834 0.1 0.1 -0.3
H 9.796 -14.069 11.501 0.3 -0.1 0.0
H 8.385 -15.012 11.962 0.0 0.0 0.1
H 8.788 -14.013 9.377 0.1 0.3 -0.7
C 4.882 -18.301 14.050 -0.7 -0.2 -0.7
O 6.157 -18.691 13.604 0.0 0.2 -0.2
H 4.521 -18.977 14.825 -0.1 0.1 0.2
H 4.842 -17.260 14.370 0.1 0.0 0.2
H 4.208 -18.380 13.196 -0.1 -0.1 0.0
H 6.748 -18.330 14.269 0.9 -0.1 0.2
C 3.371 -15.795 6.865 -0.3 -0.3 -0.5
O 3.737 -16.164 8.161 0.2 -0.5 0.2
H 2.671 -14.961 6.893 -0.1 0.1 -0.2
H 4.216 -15.548 6.223 0.2 0.1 0.1
H 2.901 -16.678 6.433 -0.2 0.2 -0.2
H 4.450 -15.603 8.475 0.5 0.4 0.4
C 5.402 -18.826 5.737 0.4 0.2 0.2
O 5.791 -18.497 4.431 -0.5 -0.5 -0.5
H 4.996 -17.953 6.249 -0.1 0.1 0.3
H 4.644 -19.608 5.756 0.1 -0.1 -0.2
H 6.299 -19.148 6.266 -0.2 -0.3 0.5
H 6.653 -18.084 4.522 0.1 0.6 -0.2
C 10.815 -14.619 7.875 0.2 0.0 -0.2
O 9.723 -13.692 7.797 0.1 -0.4 0.5
H 10.482 -15.588 8.246 -0.4 0.0 -0.2
H 11.258 -14.763 6.889 0.1 -0.1 0.0
H 11.588 -14.301 8.574 0.1 0.4 0.0
H 9.864 -13.095 7.059 0.1 0.1 0.0
C 10.065 -18.347 6.254 -0.2 -1.3 1.1
O 10.245 -17.653 5.083 -0.3 1.2 -0.9
H 10.225 -17.772 7.166 0.0 0.4 0.0
H 9.042 -18.723 6.248 -0.1 -0.1 0.3
H 10.749 -19.193 6.313 0.0 -0.2 0.0
H 11.077 -17.902 4.675 0.6 0.0 -0.4
C 7.729 -15.294 5.630 -0.1 0.9 1.0
O 7.719 -16.509 4.932 -0.6 0.4 -0.2
H 8.500 -14.564 5.388 0.5 -0.4 -0.5
H 6.823 -14.702 5.503 -0.5 -0.5 -0.4
H 7.812 -15.420 6.710 0.1 -0.3 0.1
H 8.620 -16.826 4.835 0.8 -0.1 -0.1
C 2.693 -17.880 10.813 0.2 1.9 0.2
O 2.056 -17.552 9.596 -1.1 -1.8 0.4
H 1.985 -18.019 11.630 -0.4 -0.2 -0.3
H 3.439 -18.673 10.867 -0.2 -0.4 -0.6
H 3.197 -16.940 11.040 0.6 0.0 0.8
H 2.718 -17.234 8.978 0.4 0.4 -0.1
```
Forces are in eV/Å.

The spin multiplicity is 2. Its HOMO energy (spin up / spin down) is 0.38 / -7.46 eV. The calculation puts the gap between HOMO and LUMO (spin up / spin down) at 1.528 / 9.345 eV. The net charge is -1.